ORCA calculation (ωB97M-V/def2-TZVPD) on 2 unconnected molecules or ions with the total composition C3H7Cl2O in a non-equilibrium geometry.

Each line ends with the Mulliken spin population.
Atoms and positions in Å:
H: 1.7914 -0.0460 -0.2137  -0.017
C: 0.1501 -1.0720 -0.3978  0.865
C: -1.0033 -0.1886 -0.3909  -0.071
C: -0.9275 0.7489 0.8385  0.032
Cl: -2.0595 2.0954 0.7616  0.006
Cl: -2.5290 -1.1263 -0.4094  0.091
H: 0.5022 -1.4634 -1.3466  0.019
H: 0.3435 -1.5850 0.5342  0.018
H: -0.9614 0.4076 -1.3166  0.017
H: -1.1398 0.1806 1.7504  0.000
H: 0.0743 1.1942 0.8763  -0.009
O: 2.5691 0.5015 0.0245  0.054
H: 3.1898 0.3533 -0.7107  -0.005

Orbital gap (spin up / spin down) (eV): 10.30 / 9.64
E_tot (Eh): -1114.062057
Multiplicity: 2
Relative energy (zero: lowest compared OMol25 entry of this formula, charge and spin) (eV): 0.000


ORCA calculation (ωB97M-V/def2-TZVPD) on a molecular structure, C5H14NO2 in a non-equilibrium geometry.

Each line ends with the natural charge from an NBO analysis.
Atoms and positions in Å:
C: -3.0594 -0.7746 1.2054  -0.613
C: -2.1975 -0.2714 0.0482  -0.250
N: -1.3992 0.8956 0.2618  -0.653
C: 0.2429 0.5123 -1.7569  -0.616
C: 0.3823 0.6536 -0.2217  -0.093
C: 1.4397 -0.2461 0.4393  -0.128
O: 2.4105 -0.7026 -0.4928  -0.800
H: -2.4491 -0.9465 2.0906  0.199
H: -3.7291 0.0468 1.4925  0.197
H: -3.6553 -1.6514 0.9533  0.197
H: -1.6933 -1.0717 -0.5224  0.178
H: -2.9754 0.0411 -0.6826  0.163
H: 0.6916 1.6960 -0.1620  0.202
H: -0.4639 -0.2860 -2.0292  0.188
H: 1.2471 0.3426 -2.1426  0.248
H: -0.2532 1.4220 -2.0843  0.203
H: -0.5160 0.7635 0.7856  0.347
H: 1.0061 -1.1738 0.8261  0.158
H: 2.0686 0.3808 1.1013  0.236
H: 3.3185 -0.4549 -0.1147  0.529
H: 5.1156 0.5917 0.1959  0.407
O: 4.4685 0.2332 0.8091  -1.298

Orbital gap (eV): 7.13
E_tot (Eh): -404.001434
Total charge: -1
Relative energy (zero: lowest compared OMol25 entry of this formula, charge and spin) (eV): 4.167


ORCA calculation (ωB97M-V/def2-TZVPD) on a single C2H6N2O4 molecule in a non-equilibrium geometry.

Each line ends with the natural charge from an NBO analysis.
Atoms and positions in Å:
H: 1.1655 -2.6043 -0.7634  0.397
N: 0.9980 -1.9428 0.1159  -0.735
C: 0.4385 -0.8367 -0.1797  0.670
O: 0.0168 -0.3982 -1.3541  -0.480
C: -0.6656 0.8868 -1.4161  -0.265
N: 0.2990 0.1949 0.9494  0.519
O: 0.7599 1.2410 0.7389  -0.489
O: 0.8191 -0.4428 2.0885  -0.568
O: -1.1915 0.2328 1.2178  -0.626
H: -1.3325 0.9488 -2.3050  0.194
H: 0.0632 1.6980 -1.6473  0.205
H: -1.2961 1.0986 -0.6159  0.208
H: 1.2861 -1.2460 1.7479  0.502
H: -1.3604 1.1699 1.4230  0.471

Orbital gap (eV): 11.10
E_tot (Eh): -490.061568
Relative energy (zero: lowest compared OMol25 entry of this formula, charge and spin) (eV): 7.557
SMILES string: [H]/N=C(\OC)[N+]([O-])(O)O